77
Properties=species:S:1:pos:R:3:forces:R:3:lowdin_charge:R:1 method="wB97M-V/def2-TZVPD" total_charge=+3 e_tot_ha=-13775.746738 spin_multiplicity=4
Mn -0.25036 0.10656 -0.15906 -0.1 0.3 0.1 0.30
Br -3.19003 0.76709 1.59668 0.0 0.0 0.0 0.86
C -1.53534 1.31180 2.31846 -0.1 0.2 0.2 -0.70
C -1.49540 1.96672 3.54202 0.0 0.0 -0.1 -0.05
C -0.25792 2.31421 4.05907 0.0 0.0 0.0 0.03
C 0.89651 1.99110 3.34915 0.0 0.0 -0.1 0.06
C 0.75653 1.34885 2.14014 0.1 0.1 0.1 -0.19
N -0.44753 1.02416 1.62255 0.1 -0.1 -0.1 -0.05
C 1.91703 0.91824 1.28788 0.1 -0.2 -0.2 -0.53
O 3.04726 1.23959 1.47085 -0.1 0.0 0.1 0.19
O 1.50457 0.11415 0.28324 0.0 0.1 0.2 -0.22
H -2.41338 2.18953 4.06658 0.0 0.0 0.0 0.13
H -0.19581 2.82523 5.01050 0.0 0.0 0.0 0.14
H 1.88958 2.22456 3.70903 0.0 0.0 0.0 0.15
C 1.18929 -3.15817 0.68248 0.0 0.0 0.0 -0.23
As -0.42335 -2.12266 0.95738 0.1 0.0 0.0 1.15
C -0.49030 -2.00474 2.88683 0.0 0.0 0.0 -0.23
C -1.89923 -3.36620 0.62019 0.0 0.0 0.0 -0.31
C -2.36388 -3.50126 -0.83510 0.0 -0.1 0.0 -0.66
C -1.17921 -3.78805 -1.76538 0.1 0.0 0.0 -0.06
C -3.12220 -2.24878 -1.29153 -0.1 0.1 -0.1 -0.32
As -2.14059 -0.59198 -1.71930 0.1 -0.2 -0.1 1.09
C -1.42263 -0.91537 -3.49769 0.0 0.0 0.0 -0.25
C -3.68807 0.48254 -2.15889 0.0 0.0 -0.1 -0.26
C -3.27336 -4.75781 -0.98314 0.1 0.0 0.0 -0.30
As -4.88345 -5.02212 0.07579 -0.1 -0.1 0.0 1.39
C -4.55179 -5.72198 1.83034 0.0 0.1 0.0 -0.23
C -6.16572 -3.59493 0.12832 0.0 0.1 0.0 -0.24
H 1.03321 -4.17663 1.03880 0.0 0.0 0.0 0.05
H 1.98347 -2.68930 1.26299 0.0 0.0 0.0 0.05
H 1.48605 -3.17046 -0.36333 0.0 0.0 0.0 0.04
H -0.35981 -3.00423 3.30231 0.0 0.0 0.0 0.06
H -1.44406 -1.59314 3.21321 0.0 0.0 0.0 0.03
H 0.32146 -1.37073 3.24168 0.0 0.0 0.0 0.04
H -2.72175 -3.02514 1.25876 0.0 0.0 0.0 0.07
H -1.55852 -4.33103 1.00807 0.0 0.0 0.0 0.10
H -0.45240 -2.97183 -1.75275 0.0 0.0 0.0 0.05
H -1.50850 -3.91564 -2.79733 0.0 0.0 0.0 0.11
H -0.65152 -4.69491 -1.46694 0.0 0.0 0.0 0.11
H -3.86501 -1.95120 -0.54481 0.0 0.0 0.0 0.06
H -3.66228 -2.45247 -2.22240 0.0 0.0 0.0 0.10
H -2.11054 -1.55633 -4.04925 0.0 0.0 0.0 0.05
H -0.43771 -1.37626 -3.47331 0.0 0.0 0.0 0.03
H -1.35588 0.04524 -4.00858 0.0 0.0 0.0 0.04
H -4.25903 -0.07568 -2.90253 0.0 0.0 0.0 0.06
H -3.38556 1.43696 -2.58073 0.0 -0.1 0.0 0.02
H -4.29866 0.65888 -1.27560 0.0 0.0 0.0 0.02
H -2.69085 -5.65367 -0.75132 0.0 0.0 0.0 0.10
H -3.59733 -4.85811 -2.02188 0.0 0.0 0.0 0.10
H -3.77490 -6.48139 1.77863 0.0 0.0 0.0 0.05
H -5.47162 -6.15704 2.21739 0.0 0.0 0.0 0.06
H -4.24142 -4.89416 2.47134 0.0 0.0 0.0 0.05
H -6.27978 -3.15441 -0.85882 0.0 0.0 0.0 0.05
H -5.82023 -2.85497 0.85375 0.0 0.0 0.0 0.05
H -7.11755 -4.00620 0.46217 0.0 0.0 0.0 0.06
C 0.52248 4.52464 0.41345 0.0 0.0 0.0 -0.12
C 1.26649 3.60818 -0.54784 0.0 0.0 0.0 -0.36
As 0.18856 2.24019 -1.42764 -0.1 -0.1 0.0 1.23
C -1.29840 3.23331 -2.19138 0.0 0.0 -0.1 -0.39
C -2.46829 3.44445 -1.23805 0.0 -0.1 0.1 -0.16
C 1.31404 1.73398 -2.94193 0.0 0.0 -0.1 -0.38
C 2.78086 1.54391 -2.56561 0.0 0.0 0.0 -0.13
H 1.22519 5.23663 0.84499 0.0 0.0 0.0 0.10
H 0.05957 3.97858 1.23779 0.0 0.0 0.0 0.06
H -0.25024 5.10435 -0.08886 0.0 0.0 0.0 0.07
H 2.11486 3.11633 -0.07303 0.0 0.0 0.0 0.07
H 1.66750 4.17748 -1.39218 0.0 0.0 0.1 0.10
H -1.59635 2.70240 -3.10019 0.0 0.0 0.0 0.06
H -0.88240 4.18796 -2.52305 0.0 0.0 0.0 0.09
H -2.85557 2.49855 -0.84560 0.1 0.2 0.0 0.00
H -3.28585 3.95394 -1.74727 0.0 0.0 0.0 0.10
H -2.18937 4.05870 -0.38327 0.0 0.0 0.0 0.07
H 1.18795 2.52329 -3.68853 0.0 0.0 0.0 0.09
H 0.90168 0.82075 -3.37375 0.0 0.0 0.0 0.05
H 3.23992 2.47582 -2.23957 0.0 0.0 0.0 0.08
H 3.33788 1.20013 -3.43648 0.0 0.0 0.0 0.09
H 2.90959 0.80836 -1.77067 0.0 0.0 0.0 0.06

***

74
Properties=species:S:1:pos:R:3:forces:R:3:lowdin_charge:R:1 method="wB97M-V/def2-TZVPD" de_lowest_kcal_mol=0.0 e_tot_ha=-1617.292303 spin_multiplicity=1
C 2.60272 -4.30847 -1.73784 0.3 -0.2 -0.2 -0.07
C 1.10897 -4.12602 -1.64048 0.3 -0.1 0.1 -0.24
O 0.86728 -2.71053 -1.64241 0.2 -0.6 0.0 -0.02
C -0.45268 -2.45821 -1.64897 -1.2 0.7 0.0 -0.46
C -0.86892 -1.07331 -1.80560 1.4 -0.3 0.3 -0.04
C -2.31889 -0.79505 -1.98350 -0.3 -0.1 0.1 -0.28
C -2.95914 -1.66679 -3.08034 0.2 -0.1 0.2 -0.15
C -4.45885 -1.43058 -3.20495 0.0 0.3 0.1 -0.20
C -5.16615 -1.53979 -1.84244 0.0 -0.2 0.0 -0.20
C -4.50627 -0.70821 -0.73454 0.1 0.1 0.0 -0.20
C -3.01336 -1.00079 -0.63309 -0.1 -0.1 -0.2 -0.16
C 0.00756 0.06777 -1.75173 -1.6 -0.6 0.2 -0.49
O -0.42740 1.22027 -1.64363 0.3 0.0 -0.1 0.02
O 1.32795 -0.18286 -1.79461 0.6 0.8 -0.1 -0.02
C 2.07768 1.02969 -1.94119 0.2 -0.1 0.2 -0.24
C 3.52932 0.63265 -1.99118 0.3 0.0 -0.2 -0.07
O -1.25414 -3.39137 -1.51226 0.4 0.3 0.1 0.02
H 2.86861 -5.36948 -1.65414 -0.1 0.2 0.0 0.08
H 2.95317 -3.95375 -2.71442 0.1 0.0 0.2 0.08
H 3.13195 -3.76433 -0.94654 -0.1 0.0 -0.1 0.07
H 0.59380 -4.57086 -2.50428 0.1 0.0 0.4 0.13
H 0.69637 -4.56843 -0.72045 0.1 0.1 -0.3 0.12
H -2.41544 0.26292 -2.25750 0.0 -0.1 0.0 0.14
H -2.43603 -1.47219 -4.02935 -0.2 0.0 0.2 0.12
H -2.76307 -2.70716 -2.80048 -0.2 0.2 -0.2 0.10
H -4.62430 -0.43471 -3.63980 -0.1 -0.1 0.1 0.11
H -4.88517 -2.15465 -3.90681 -0.1 0.1 0.1 0.10
H -6.22375 -1.26573 -1.94121 0.1 0.0 0.0 0.10
H -5.14545 -2.59405 -1.53223 0.0 0.1 0.0 0.11
H -4.63303 0.36356 -0.93716 -0.1 -0.1 -0.1 0.11
H -4.98834 -0.90977 0.22572 -0.1 0.0 0.0 0.10
H -2.82043 -2.04004 -0.32862 -0.2 0.2 0.0 0.12
H -2.50302 -0.34672 0.08663 -0.4 -0.1 -0.1 0.07
H 1.76116 1.52200 -2.87068 0.1 0.1 0.3 0.13
H 1.86779 1.70270 -1.09597 0.0 -0.1 -0.3 0.11
H 4.16680 1.51960 -2.00340 0.0 0.0 0.0 0.07
H 3.81715 0.02042 -1.13137 -0.1 0.0 -0.1 0.07
H 3.72494 0.06491 -2.90667 0.1 0.0 0.2 0.08
C 5.85598 -2.77211 3.16635 -0.4 -0.2 -0.1 -0.06
O 4.60306 -3.42678 2.88633 -0.3 0.6 0.2 -0.08
C 3.50342 -2.66713 2.63383 -0.1 -0.1 -0.5 -0.25
C 2.30011 -3.37867 2.36806 0.8 0.4 0.2 0.01
C 1.18458 -2.69659 1.94581 -0.5 0.3 -0.2 0.00
C 1.16777 -1.27887 1.82176 1.1 0.0 -0.1 -0.19
C 0.00100 -0.57582 1.37792 -0.5 -0.5 0.2 0.04
C -0.11041 0.81422 1.38099 -0.6 0.7 -0.1 -0.08
C -1.29181 1.54343 1.46456 0.6 -0.7 -0.3 0.03
C -1.34768 2.97908 1.54299 0.1 1.0 0.3 -0.20
C -2.59371 3.66637 1.41825 0.7 -0.6 0.0 -0.01
C -2.65804 5.03762 1.39449 0.4 0.6 0.1 0.01
C -1.47526 5.81000 1.52282 0.0 -0.4 0.1 -0.25
O -1.63889 7.15712 1.45697 0.4 -0.3 0.1 -0.08
C -0.49313 8.01955 1.59604 -0.3 -0.4 0.0 -0.06
C -0.23350 5.15880 1.72784 -0.5 0.6 0.0 0.00
C -0.18827 3.77697 1.75700 -0.4 -0.5 -0.3 -0.01
C 2.36620 -0.59097 2.16840 -0.4 -0.1 -0.2 0.00
C 3.52013 -1.25653 2.54196 0.2 -0.4 0.2 0.00
H 6.55014 -3.58870 3.36532 0.0 0.2 0.0 0.09
H 6.19730 -2.19278 2.30069 -0.1 -0.1 0.1 0.10
H 5.77991 -2.12474 4.04806 0.0 -0.1 -0.1 0.10
H 2.30712 -4.45909 2.49926 0.0 0.2 -0.2 0.13
H 0.27464 -3.25417 1.70251 0.3 0.2 0.0 0.13
H -0.86434 -1.19562 1.12925 0.1 0.3 0.3 0.12
H 0.81182 1.38754 1.32015 -0.2 -0.1 0.1 0.09
H -2.25129 1.01327 1.50732 0.4 0.2 -0.1 0.12
H -3.50133 3.07576 1.30689 0.1 0.1 0.0 0.12
H -3.60480 5.56338 1.27024 0.3 -0.2 0.0 0.12
H -0.89976 9.02706 1.50164 0.2 -0.1 0.0 0.09
H -0.02272 7.89528 2.58102 -0.1 0.0 -0.2 0.10
H 0.24318 7.83483 0.80124 -0.2 0.0 0.2 0.10
H 0.67624 5.75203 1.86456 -0.4 -0.3 0.0 0.11
H 0.76865 3.28493 1.94032 -0.3 0.2 -0.1 0.11
H 2.38394 0.49999 2.12734 0.1 -0.4 0.0 0.11
H 4.44037 -0.70126 2.75932 -0.5 -0.2 -0.1 0.11

***

91
Properties=species:S:1:pos:R:3:forces:R:3:lowdin_charge:R:1 method="wB97M-V/def2-TZVPD" smiles="O=S1(=O)CCCC1.O=C1CCCO1.O=C1CCCO1.O=C1CCCO1.ClCCCl.ClCCCl.ClCCCl.ClCCCl.ClCCCl" e_tot_ha=-6620.163864 spin_multiplicity=1
O 9.81180 -2.31288 -2.72011 -1.0 0.5 0.3 -0.34
S 9.25416 -2.64418 -1.42498 0.9 -0.3 0.7 0.70
O 9.53518 -1.85081 -0.25186 0.1 0.3 -0.3 -0.34
C 7.43116 -2.98181 -1.39035 0.9 -0.3 -2.0 -0.21
C 7.38902 -4.31658 -0.73138 0.4 -1.8 1.4 -0.24
C 8.61298 -5.18048 -1.21135 -1.1 0.0 -0.7 -0.22
C 9.86950 -4.34909 -1.13871 -0.8 0.5 0.1 -0.21
H 7.23533 -3.10514 -2.45551 -0.2 0.0 -0.2 0.10
H 6.75262 -2.20641 -1.03477 0.7 0.1 0.4 0.11
H 7.41347 -4.18279 0.35010 0.1 0.0 0.2 0.12
H 6.50766 -4.92161 -0.94411 -0.2 0.4 -0.1 0.12
H 8.29829 -5.42882 -2.22496 0.6 0.2 -0.5 0.11
H 8.74150 -6.17423 -0.78234 -0.3 0.3 0.7 0.11
H 10.61285 -4.53884 -1.91300 -0.1 0.0 0.2 0.10
H 10.28396 -4.38827 -0.13135 0.1 0.2 -0.1 0.10
O -1.07279 -5.40530 -10.31927 0.6 -1.8 -4.2 0.18
C -1.29646 -4.94993 -9.29070 -1.5 1.1 3.0 -0.51
C -2.49679 -4.00664 -8.89695 0.5 -1.2 -1.5 -0.11
C -1.83008 -3.11960 -7.95208 1.2 0.2 1.9 -0.18
C -0.91042 -4.22781 -7.21801 0.3 2.6 -0.5 -0.12
O -0.45884 -5.19342 -8.23038 -1.8 1.9 1.6 0.03
H -2.84755 -3.53603 -9.81542 -0.2 -0.2 0.1 0.13
H -3.27235 -4.59731 -8.40940 -0.1 -0.1 -0.2 0.13
H -1.38463 -2.25700 -8.44766 0.9 -0.4 -0.1 0.11
H -2.43780 -2.62959 -7.19139 -0.3 -0.4 0.1 0.11
H -0.04042 -3.73910 -6.77942 0.1 -0.4 0.0 0.11
H -1.58591 -4.51659 -6.41276 0.3 -1.3 -0.2 0.11
O -9.71201 -3.53724 1.82715 -0.6 0.8 0.0 0.14
C -8.52944 -3.63866 1.87205 -0.8 -0.5 0.1 -0.49
C -7.43331 -2.59708 1.96688 0.9 -1.2 -1.3 -0.03
C -6.29434 -3.50891 1.41129 2.7 1.0 1.7 -0.17
C -6.62545 -4.85855 1.95073 0.4 -0.6 -1.5 -0.22
O -8.00320 -4.89038 1.83015 -1.4 -0.7 0.5 0.03
H -7.61230 -1.72371 1.33974 -0.2 -0.1 0.2 0.12
H -7.29493 -2.31272 3.01000 0.1 0.0 -0.1 0.13
H -5.97000 -3.43791 0.37310 -1.1 -0.1 -0.2 0.12
H -5.32404 -3.44251 1.90344 0.3 1.4 0.2 0.11
H -6.19475 -5.63346 1.31661 -0.1 -0.2 0.1 0.13
H -6.26472 -5.02747 2.96533 -0.3 0.2 0.2 0.13
O 5.41662 3.60212 9.35617 -0.2 0.2 -1.2 0.12
C 5.26226 3.74673 8.16730 0.9 1.7 0.5 -0.48
C 4.97307 5.02274 7.29624 0.3 -1.3 3.1 -0.08
C 4.17442 4.31808 6.28164 -0.7 2.6 -2.9 -0.21
C 4.90745 3.01962 5.97142 -1.1 2.3 1.2 -0.12
O 5.30402 2.74578 7.30485 0.6 -3.6 0.3 0.02
H 4.46734 5.68761 7.99643 -0.1 0.3 -0.5 0.13
H 5.86058 5.48257 6.86153 0.1 -0.1 0.3 0.13
H 3.11986 4.23259 6.54369 0.1 -0.5 0.1 0.13
H 4.23005 5.03202 5.45988 -0.6 -0.4 -0.8 0.11
H 4.11868 2.38606 5.56577 0.9 -0.9 0.2 0.13
H 5.80070 3.18738 5.36970 -0.2 -0.4 -0.3 0.13
Cl -0.35475 -0.31399 2.88675 -0.9 0.7 -1.2 0.48
C -0.97756 0.73468 1.50422 1.4 0.4 -0.9 -0.60
C 0.03293 0.74426 0.30899 -0.5 0.1 -0.1 -0.62
Cl 0.00511 -0.87204 -0.54746 0.2 0.9 0.5 0.48
H -1.14340 1.74351 1.88217 0.6 0.0 0.3 0.06
H -1.94339 0.50747 1.05296 0.0 -1.0 0.6 0.07
H 1.04937 1.10998 0.45459 0.2 -1.0 0.9 0.07
H -0.22754 1.49030 -0.44180 -1.0 -0.2 -0.1 0.06
Cl 0.70484 7.07636 -0.62229 -0.4 -0.1 0.0 0.52
C 1.03438 7.76048 -2.22470 0.1 1.1 0.0 -0.70
C 0.01266 8.74191 -2.82685 1.2 -1.3 0.4 -0.68
Cl -1.46154 7.87885 -3.16666 -1.0 -0.2 -0.2 0.57
H 1.18754 6.96356 -2.95241 0.1 -0.1 0.3 0.07
H 1.93506 8.35737 -2.08116 0.2 -0.3 -0.2 0.06
H 0.52297 8.91150 -3.77497 -0.4 0.8 -0.1 0.07
H -0.19367 9.62473 -2.22174 0.2 -0.1 -0.2 0.08
Cl -6.16384 2.29415 -3.37694 -0.1 -1.1 1.8 0.59
C -6.71257 2.94530 -4.85899 -0.3 0.1 -2.1 -0.72
C -7.73787 2.19131 -5.74262 -1.1 -0.1 0.2 -0.63
Cl -7.47954 0.44344 -6.05475 0.6 0.3 0.1 0.51
H -5.77315 2.99036 -5.40995 -0.3 0.5 -0.4 0.06
H -7.09933 3.94298 -4.65130 0.0 0.0 -0.3 0.07
H -7.87953 2.68951 -6.70170 0.9 0.1 -0.2 0.07
H -8.78715 2.17896 -5.44774 0.3 0.3 1.1 0.06
Cl 2.88238 -6.04743 5.34293 -0.8 0.9 0.6 0.47
C 1.07415 -6.33381 5.40148 0.9 -1.0 -1.4 -0.59
C 0.58333 -6.50111 3.91231 -0.9 -0.1 1.7 -0.68
Cl 1.52397 -7.80245 3.25309 0.4 -1.0 -1.0 0.55
H 0.46393 -5.76244 6.10094 0.5 0.8 -0.5 0.08
H 1.09165 -7.33497 5.83216 -0.4 -0.1 -0.2 0.04
H 0.56456 -5.71603 3.15639 0.4 0.5 0.8 0.07
H -0.44180 -6.86195 3.99580 -0.1 0.0 -0.1 0.06
Cl -4.65092 10.05786 4.08938 0.4 0.2 -0.2 0.52
C -3.39037 8.81144 3.80736 -1.8 -1.1 0.6 -0.63
C -4.03685 7.41967 4.05855 0.4 0.8 -0.6 -0.65
Cl -5.20086 6.97021 2.75695 0.5 0.0 0.1 0.51
H -2.61589 8.94288 4.56302 0.1 0.2 -0.4 0.07
H -3.06719 8.82690 2.76649 0.2 0.4 0.3 0.07
H -4.65847 7.33457 4.94986 0.6 0.2 0.2 0.06
H -3.16363 6.76730 4.05461 -0.5 -0.6 0.0 0.07